DFT (wB97M-V/def2-TZVPD) results for a molecular structure, C8H6N2O.

Results
max |F|	0.1940	Eh/bohr
energy above the lowest of the compared OMol25 structures with the same formula, charge and spin	3.602	eV
Kohn-Sham gap	10.027	eV
molar mass	146.1	g mol⁻¹

Structure (ORCA input):
```
! wB97M-V def2-TZVPD RIJCOSX def2/J DEFGRID3
* xyz 0 1
C 2.4316 0.4982 -0.4376
C 2.6182 1.2416 0.7285
C 1.6230 1.3241 1.6260
C 0.2144 0.1889 0.2152
C 1.1894 0.0148 -0.7566
C -1.1955 -0.4992 -0.0603
C -2.9854 -1.4943 -0.0236
C -2.9703 -0.8995 -1.2458
H 3.1247 0.3795 -1.2424
H 3.8077 1.7141 0.8923
H 1.5863 1.7349 2.5131
H 1.0062 -0.4203 -1.5420
H -3.6683 -2.3252 0.4005
H -3.5760 -0.8513 -1.9621
N 0.3912 0.7897 1.3913
N -1.8841 -1.1792 0.7676
O -1.7131 -0.2169 -1.2640
*
```



DFT (wB97M-V/def2-TZVPD) results for a single C8H6N2O2 molecule.

Results
max |F|	0.2088	Eh/bohr
SMILES	CC(=O)c1nc2ncccc2o1
energy above the lowest of the compared OMol25 structures with the same formula, charge and spin	3.307	eV
Kohn-Sham gap	9.592	eV
molar mass	162.1	g mol⁻¹

Structure (ORCA input):
```
! wB97M-V def2-TZVPD RIJCOSX def2/J DEFGRID3
* xyz 0 1
C 3.3735 -0.7708 0.6524
C 2.6618 0.1908 -0.3243
O 3.2287 0.9878 -0.9948
C 1.1823 0.0393 -0.3341
N 0.5106 -1.0261 -0.5642
C -0.8446 -0.6103 -0.3586
N -1.8936 -1.3787 -0.4829
C -2.9729 -0.6897 -0.2750
C -3.1882 0.6391 -0.0411
C -2.0707 1.4308 0.0585
C -0.8565 0.7349 -0.0662
O 0.4107 1.2343 -0.0276
H 2.8578 -1.6230 0.5328
H 4.5655 -0.6732 0.3946
H 2.9418 -0.5684 1.6641
H -3.8398 -1.3017 -0.3460
H -4.1602 1.0768 0.2978
H -1.9060 2.3080 0.2146
*
```